Model A:
DFT (ωB97M-V/def2-TZVPD) results for the ion C3HBrNO3 with charge -1.

Last column: Mulliken charge in e.
Positions of all 9 atoms, in Å:
Br (1.666, -2.308, -1.651)  -0.247
O (-2.880, 2.197, 0.663)  -0.545
O (1.567, -1.255, 1.216)  -0.684
O (0.199, 0.540, 0.997)  -0.122
N (-0.979, 0.829, 0.475)  -0.202
C (-1.871, 1.579, 0.649)  0.464
C (0.950, -0.566, 0.404)  0.506
C (0.881, -0.785, -0.933)  -0.478
H (0.466, -0.232, -1.821)  0.308

Summary:
- SMILES = O=C=NO/C([O-])=C/Br
- spin multiplicity = 1
- total charge = -1
- Kohn-Sham gap (eV) = 6.6
- HOMO (eV) = -3.15

Model B:
DFT (ωB97M-V/def2-TZVPD) results for the ion C3HBrNO3 with charge -1.

Last column: Mulliken charge in e.
Positions of all 9 atoms, in Å:
Br (-3.546, 0.645, 0.363)  -0.178
O (-3.237, -2.921, -0.166)  -0.472
O (-1.054, 0.485, 1.414)  -0.749
O (-0.273, -0.303, -1.841)  -0.762
N (-0.381, 0.313, 0.322)  0.148
C (-0.893, -0.209, -0.758)  0.422
C (-2.798, -1.835, -0.419)  0.607
C (-2.325, -0.623, -0.560)  -0.204
H (0.544, 0.549, 0.232)  0.188

Summary:
- SMILES = O=C=C(Br)C(=O)N[O-]
- spin multiplicity = 1
- total charge = -1
- Kohn-Sham gap (alpha / beta) (eV) = 5.8 / 5.8
- HOMO (alpha / beta) (eV) = -2.64 / -2.64

Model C:
DFT (ωB97M-V/def2-TZVPD) results for the ion C3HBrNO3 with charge -1.

Last column: Mulliken charge in e.
Positions of all 9 atoms, in Å:
Br (2.614, 0.265, 1.645)  -0.277
O (-0.401, 0.736, -1.052)  -0.169
O (0.559, 2.299, 0.330)  -0.729
O (-2.647, -1.805, 0.082)  -0.435
N (-1.041, -0.500, -1.014)  -0.298
C (1.151, -0.006, 0.490)  -0.556
C (0.506, 1.071, 0.033)  0.589
C (-1.900, -1.070, -0.366)  0.581
H (1.160, -0.991, -0.147)  0.293

Summary:
- SMILES = O=C=NO/C([O-])=C/Br
- spin multiplicity = 1
- total charge = -1
- Kohn-Sham gap (eV) = 6.9
- HOMO (eV) = -3.33

Most favorable structure: model A. The second most favorable one is 1.5 kcal/mol above it.